Entry 1:
55
Properties=species:S:1:pos:R:3 method="wB97M-V/def2-TZVPD" total_charge=+1 gap_ev="4.729 / 4.729" homo_ev="-10.65 / -10.65" spin_multiplicity=1 de_lowest_kj_mol=39.7 total_energy_ev=-47485.31692
Pd -0.091 -0.287 -0.284
O -0.345 -0.167 3.869
C 0.165 -0.421 2.784
O -0.298 -1.217 1.893
C 1.540 0.234 2.449
C 2.380 -0.636 1.516
C 3.848 -0.218 1.527
C 3.824 1.094 0.703
C 2.343 1.227 0.385
O 1.968 -0.175 0.174
C 1.519 1.584 1.632
C 0.137 2.099 1.260
O -0.365 3.026 1.843
O -0.464 1.524 0.226
H 2.042 0.384 3.402
H 2.183 -1.701 1.600
H 4.481 -0.971 1.062
H 4.193 -0.071 2.550
H 4.398 0.994 -0.216
H 4.199 1.957 1.249
H 2.090 1.799 -0.504
H 1.999 2.384 2.191
C -3.483 -1.153 5.703
O -4.462 -2.202 5.441
C -4.306 -3.032 4.464
C -5.356 -3.986 4.286
C -5.293 -4.860 3.258
C -4.192 -4.805 2.329
C -3.095 -3.902 2.595
C -3.151 -3.031 3.621
N -4.276 -5.551 1.252
N -3.282 -5.405 0.428
C -3.070 -4.341 -0.242
C -4.118 -3.313 -0.380
C -3.820 -2.043 -0.643
C -2.418 -1.658 -0.736
O -2.086 -0.485 -0.839
C -1.388 -2.709 -0.739
N -0.124 -2.265 -0.808
C 0.867 -3.144 -0.878
C 0.632 -4.516 -0.874
C -0.657 -4.984 -0.725
C -1.692 -4.054 -0.661
H -3.925 -0.561 6.495
H -3.336 -0.552 4.809
H -2.552 -1.604 6.037
H -6.182 -3.965 4.982
H -6.075 -5.584 3.069
H -2.204 -3.922 1.979
H -2.329 -2.353 3.807
H -5.138 -3.628 -0.205
H -4.558 -1.254 -0.701
H 1.866 -2.729 -0.921
H 1.468 -5.196 -0.944
H -0.865 -6.043 -0.650

---

Entry 2:
21
Properties=species:S:1:pos:R:3 method="wB97M-V/def2-TZVPD" total_charge=+1 gap_ev=8.767 homo_ev=-12.38 spin_multiplicity=1 de_lowest_kj_mol=100.9 total_energy_ev=-8838.97708
N 2.470 -0.777 0.125
C 2.644 0.371 0.722
N 1.719 1.165 1.171
H 1.560 -1.135 -0.129
H 3.278 -1.343 -0.077
H 3.667 0.698 0.850
H 1.987 2.025 1.623
H 0.723 1.018 1.067
C -0.797 -1.779 -1.125
C -0.810 -0.433 -0.393
N -2.043 0.265 -0.605
C -2.119 1.508 0.160
H -0.038 -2.459 -0.733
H -0.609 -1.626 -2.187
H -1.771 -2.260 -1.042
H -0.011 0.196 -0.807
H -0.606 -0.612 0.685
H -2.816 -0.335 -0.338
H -3.100 1.959 0.006
H -1.964 1.352 1.238
H -1.364 2.200 -0.211